No. 1
This record from OMol25 describes a cluster of 2 separate species, C5H14 in total in a non-equilibrium geometry. The level of theory is wB97M-V/def2-TZVPD.

charge: 0
2S+1: 1
SMILES string: CCC.CC
E_LUMO: 1.1210 eV
HOMO energy: -10.762 eV
E_tot: -5410.1520 eV
gap between HOMO and LUMO: 0.437 hartree

Element x y z (Å)
C1 -1.5742 -0.6969 0.2397
H1 1.6255 0.0198 1.8972
H2 1.6811 1.3496 -0.3662
H3 0.2730 1.0927 1.6789
H4 1.5164 2.7926 0.4848
H5 -0.9493 0.2217 0.5357
H6 -0.2207 -1.4068 -2.7452
H7 -1.7722 -1.6646 -2.4235
H8 0.1143 -1.8401 -0.2248
C2 -0.9591 -1.7429 -0.6082
H9 -2.0365 -0.9452 1.0709
C3 1.3779 1.1502 1.8556
C4 1.9667 1.8126 0.5719
C5 -0.9682 -1.1576 -1.9844
H10 -2.4138 -0.1596 -0.3581
H11 -1.0810 -0.0171 -1.9985
H12 3.0234 1.9919 0.4438
H13 -1.2880 -2.7356 -0.6659
H14 1.6847 1.9353 2.5963



No. 2
This record from OMol25 describes a cluster of 2 separate species, C5H14 in total in a non-equilibrium geometry. The level of theory is wB97M-V/def2-TZVPD.

charge: 0
2S+1: 1
SMILES string: CCC.CC
E_LUMO: 1.1439 eV
HOMO energy: -11.277 eV
E_tot: -5411.4784 eV
gap between HOMO and LUMO: 0.456 hartree

Element x y z (Å)
C1 0.6330 1.7331 -1.5671
H1 0.0626 -1.4178 3.0898
C2 -0.7630 -2.3631 1.3172
C3 -0.7761 1.1716 -1.7882
H2 -0.7158 0.0889 -1.9016
H3 -1.2208 1.6248 -2.6697
C4 1.3661 1.0468 -0.4017
H4 -1.4188 1.4639 -0.9567
H5 0.8078 0.1374 -0.1866
H6 0.5457 2.8032 -1.3629
H7 -1.4545 -2.9560 1.9173
H8 2.3811 0.8221 -0.7234
H9 -0.0258 -2.9576 0.7989
H10 1.1893 1.7128 -2.5025
H11 0.7241 -0.9195 1.5315
C5 -0.1935 -1.1524 2.0545
H12 1.3348 1.5799 0.5473
H13 -1.4793 -1.9775 0.5707
H14 -0.9969 -0.4408 2.2333



No. 3
This record from OMol25 describes a cluster of 2 separate species, C5H14 in total. The level of theory is wB97M-V/def2-TZVPD.

charge: 0
2S+1: 1
SMILES string: CCC.CC
E_LUMO: 1.1365 eV
HOMO energy: -11.273 eV
E_tot: -5411.8497 eV
gap between HOMO and LUMO: 0.456 hartree

Element x y z (Å)
H1 -0.7853 1.4065 -2.9542
H2 -2.1526 1.7282 -1.1784
H3 -0.8177 1.7409 -0.0065
H4 -0.3484 0.2449 2.0061
H5 0.5223 1.9311 -1.9778
C1 0.4582 -0.2104 -2.1627
H6 1.4266 -0.0990 -2.6736
H7 2.0118 -0.6848 2.4753
H8 -0.1244 -0.9363 -2.7344
C2 -0.2397 1.1487 -2.0350
H9 1.3101 -2.2379 2.8981
C3 -1.2318 1.2252 -0.8754
C4 1.1579 -1.3421 2.2896
C5 -0.1828 -0.6861 2.5494
H10 -1.5134 0.2385 -0.5155
H11 1.2379 -1.6665 1.2492
H12 -0.9903 -1.3520 2.2327
H13 -0.3577 -0.3943 3.5930
H14 0.6522 -0.6091 -1.1653



No. 4
This record from OMol25 describes a cluster of 2 separate species, C5H14 in total in a non-equilibrium geometry. The level of theory is wB97M-V/def2-TZVPD.

charge: 0
2S+1: 1
SMILES string: CCC.CC
E_LUMO: 1.1064 eV
HOMO energy: -11.048 eV
E_tot: -5410.0584 eV
gap between HOMO and LUMO: 0.447 hartree

Element x y z (Å)
C1 -2.3759 0.2238 -0.2948
H1 2.9109 1.2956 -0.2800
C2 1.1261 0.2470 0.0296
H2 1.9398 2.2933 -0.7643
H3 -2.5456 0.5792 -1.2668
H4 -1.2734 0.2275 -0.0501
H5 3.1381 -0.1075 0.9985
H6 2.4791 -1.5931 0.5131
C3 -2.8968 -1.1054 0.1686
H7 -2.6387 -1.8629 -0.6162
C4 2.1165 -0.5740 0.8883
H8 -2.5989 1.1510 0.2976
H9 2.1645 0.9086 -1.8239
H10 -3.8912 -1.1368 0.2884
C5 2.0304 1.2159 -0.8222
H11 1.7476 -0.7440 1.9352
H12 0.4905 0.7507 0.6570
H13 0.4648 -0.4050 -0.6561
H14 -2.3899 -1.4002 0.9504



No. 5
This record from OMol25 describes a cluster of 2 separate species, C5H14 in total in a non-equilibrium geometry. The level of theory is wB97M-V/def2-TZVPD.

charge: 0
2S+1: 1
SMILES string: CCC.CC
E_LUMO: 1.1680 eV
HOMO energy: -11.433 eV
E_tot: -5411.8908 eV
gap between HOMO and LUMO: 0.463 hartree

Element x y z (Å)
H1 -0.4817 -0.8593 0.1691
H2 -0.2536 -1.1427 3.3796
C1 -0.4552 0.4317 1.8776
C2 1.1903 0.1039 -2.0632
H3 1.3003 0.6957 -1.1617
H4 1.0262 -1.1568 2.1720
H5 2.1229 0.2032 -2.6231
H6 0.1737 1.2093 1.4339
H7 -0.8520 -0.3005 -2.7174
H8 1.2088 -0.9360 -1.7167
H9 -1.6885 0.3749 0.0705
C3 0.3665 -0.5032 2.7408
C4 -1.2158 -0.3107 0.7667
H10 0.1526 0.4421 -3.9599
H11 -1.1857 0.9485 2.5065
H12 -1.8698 -1.0515 1.2203
C5 -0.0451 0.4172 -2.8849
H13 -0.4945 1.3811 -2.6540
H14 1.0007 0.0532 3.4438



No. 6
This record from OMol25 describes a cluster of 2 separate species, C5H14 in total in a non-equilibrium geometry. The level of theory is wB97M-V/def2-TZVPD.

charge: 0
2S+1: 1
SMILES string: CCC.CC
E_LUMO: 1.0743 eV
HOMO energy: -10.820 eV
E_tot: -5410.1571 eV
gap between HOMO and LUMO: 0.437 hartree

Element x y z (Å)
H1 -0.0605 -1.0394 0.2399
H2 0.0342 -2.4094 -0.9219
C1 -1.1493 -0.6368 -1.4422
H3 1.5428 0.8235 0.0532
H4 2.5547 2.5936 1.6860
H5 -0.8338 0.4073 -1.0728
H6 -3.3598 -0.5749 -1.7057
H7 3.0500 0.8876 1.6853
H8 -0.9292 -0.8301 -2.5655
C2 -2.5801 -0.9732 -0.9920
H9 0.4404 0.4756 1.2733
H10 0.9570 -1.0807 -1.0733
C3 1.1369 1.2336 0.9393
H11 -2.9858 -0.5819 0.0171
H12 0.6202 2.0194 0.5128
C4 -0.0717 -1.3765 -0.8087
H13 2.0846 1.4868 3.0860
H14 -2.5938 -2.0851 -0.8579
C5 2.1432 1.6606 1.9472



No. 7
This record from OMol25 describes a cluster of 2 separate species, C5H14 in total in a non-equilibrium geometry. The level of theory is wB97M-V/def2-TZVPD.

charge: 0
2S+1: 1
SMILES string: CCC.CC
E_LUMO: 1.1415 eV
HOMO energy: -11.340 eV
E_tot: -5411.5809 eV
gap between HOMO and LUMO: 0.459 hartree

Element x y z (Å)
H1 -1.9463 1.3726 0.5430
C1 1.3951 -1.1281 0.5552
H2 0.8687 -1.7998 -0.1189
H3 0.8068 -0.2249 0.6709
C2 -1.2351 0.7507 -1.3965
H4 0.9018 0.9770 -1.5189
H5 -3.2599 1.2604 -0.6778
H6 0.2310 1.4964 -0.0402
H7 0.0298 2.5723 -1.4346
C3 1.7512 -1.7501 1.9058
H8 -0.9074 -0.2799 -1.5278
H9 -2.5253 -0.1976 0.0211
H10 2.7746 -1.5534 2.2329
H11 1.1431 -1.3285 2.6962
C4 0.0612 1.5337 -1.1172
H12 -1.6794 1.0806 -2.3372
H13 1.6597 -2.8337 1.8522
C5 -2.3375 0.8240 -0.3094
H14 2.2680 -0.7719 0.0011



No. 8
This record from OMol25 describes a cluster of 2 separate species, C5H14 in total in a non-equilibrium geometry. The level of theory is wB97M-V/def2-TZVPD.

charge: 0
2S+1: 1
SMILES string: CCC.CC
E_LUMO: 1.1405 eV
HOMO energy: -11.222 eV
E_tot: -5411.8107 eV
gap between HOMO and LUMO: 0.454 hartree

Element x y z (Å)
C1 -2.1437 -0.7691 -1.6107
H1 0.8836 2.1659 1.3248
C2 0.8349 -0.0344 1.3243
C3 -1.7662 0.6699 -1.3845
H2 -3.1454 -0.9583 -1.2283
H3 1.7629 1.3890 0.0108
H4 -1.4827 -1.4632 -1.0872
H5 2.6512 -0.8589 0.3847
H6 -2.4340 1.3811 -1.8722
H7 -0.0691 -0.0382 0.7125
H8 0.4800 -0.1399 2.3255
H9 -0.7534 0.9592 -1.6815
H10 -2.1649 -1.0430 -2.6669
H11 -1.7438 0.9216 -0.3308
C4 1.7554 -1.1842 0.9102
C5 1.5184 1.3127 1.0730
H12 2.4536 1.3960 1.6296
H13 2.1662 -1.7349 1.7648
H14 1.1967 -1.9713 0.4019



No. 9
This record from OMol25 describes a cluster of 2 separate species, C5H14 in total. The level of theory is wB97M-V/def2-TZVPD.

charge: 0
2S+1: 1
SMILES string: CCC.CC
E_LUMO: 1.0783 eV
HOMO energy: -11.514 eV
E_tot: -5411.9294 eV
gap between HOMO and LUMO: 0.463 hartree

Element x y z (Å)
H1 -2.3265 3.2338 0.0268
C1 0.1456 -2.2318 -1.3465
C2 -2.1598 2.2894 0.5434
H2 -0.0855 -2.2559 -2.4127
H3 0.5657 -0.2038 -0.7701
H4 1.7614 -0.9102 -1.8800
H5 2.5998 -0.5539 0.4655
H6 -0.7815 -2.1178 -0.7873
C3 1.1260 -1.1059 -1.0194
C4 2.0048 -1.4318 0.1904
H7 -2.0335 1.5262 -0.2233
H8 2.6976 -2.2482 -0.0229
H9 0.5711 -3.2055 -1.1053
H10 -1.0548 1.5659 2.2652
H11 -0.0390 2.1980 0.9777
H12 1.4330 -1.7713 1.0561
C5 -0.9856 2.3405 1.5001
H13 -3.0969 2.0584 1.0545
H14 -0.8919 3.2912 2.0225



No. 10
This record from OMol25 describes a cluster of 2 separate species, C5H14 in total in a non-equilibrium geometry. The level of theory is wB97M-V/def2-TZVPD.

charge: 0
2S+1: 1
SMILES string: CCC.CC
E_LUMO: 1.1132 eV
HOMO energy: -10.673 eV
E_tot: -5410.9544 eV
gap between HOMO and LUMO: 0.433 hartree

Element x y z (Å)
H1 -1.8398 -1.1636 -0.0762
H2 -0.1344 -1.6823 -0.0126
H3 1.6752 2.6328 2.3598
H4 -0.9649 -2.2463 -2.7119
H5 -2.4821 -1.3640 -2.8109
H6 1.1831 -0.4201 2.0834
C1 -1.4083 -1.2405 -2.8332
H7 -0.9924 -0.8885 -3.7685
H8 -1.0611 0.7303 -1.6786
C2 1.2447 0.6181 1.7216
C3 -0.8156 -0.8669 -0.3408
H9 0.3771 0.8507 1.0064
C4 1.3997 1.6609 2.7940
H10 0.2442 0.0191 -2.0939
H11 2.2436 1.3081 3.4110
H12 0.4628 1.8765 3.3347
H13 2.1286 0.5568 1.0476
H14 -0.5079 -0.0453 0.3535
C5 -0.7526 -0.3358 -1.7855



No. 11
This record from OMol25 describes a cluster of 2 separate species, C5H14 in total in a non-equilibrium geometry. The level of theory is wB97M-V/def2-TZVPD.

charge: 0
2S+1: 1
SMILES string: CCC.CC
E_LUMO: 1.0545 eV
HOMO energy: -10.835 eV
E_tot: -5410.3901 eV
gap between HOMO and LUMO: 0.437 hartree

Element x y z (Å)
H1 0.3372 1.6236 -2.8331
H2 -0.0759 1.7271 -1.1694
H3 -0.9594 -1.0205 3.9104
H4 -0.6104 0.7197 3.3266
H5 1.1950 0.0853 -0.2285
C1 0.1053 1.0075 -2.0157
C2 1.2411 0.2131 -1.3725
H6 1.3577 -0.3921 2.5349
H7 0.6342 -1.9245 1.9438
H8 -1.8009 0.1558 -1.4765
H9 -0.7579 -0.8866 -2.7732
H10 -1.6471 -0.3360 2.3281
C3 -0.7910 -0.3534 2.9994
H11 0.4903 -0.3093 1.1759
H12 1.3274 -0.8505 -1.5580
H13 2.3210 0.4616 -1.3911
C4 -1.1660 0.1580 -2.3309
H14 -1.6225 0.7333 -3.1585
C5 0.4219 -0.8121 2.0882



No. 12
This record from OMol25 describes a cluster of 2 separate species, C5H14 in total in a non-equilibrium geometry. The level of theory is wB97M-V/def2-TZVPD.

charge: 0
2S+1: 1
SMILES string: CCC.CC
E_LUMO: 1.1519 eV
HOMO energy: -10.766 eV
E_tot: -5410.0433 eV
gap between HOMO and LUMO: 0.438 hartree

Element x y z (Å)
H1 3.6706 1.0687 0.5329
H2 2.1411 0.5359 -0.5100
H3 -2.2384 -0.3879 -1.8373
H4 -3.5711 1.1821 -0.8776
H5 -0.8209 0.5386 -1.4186
H6 1.6906 -1.2375 0.8049
H7 3.2891 -1.5811 1.0667
H8 2.5056 -0.2949 2.1432
C1 -2.6552 1.3020 -0.5432
H9 -2.8190 1.3665 0.6105
H10 -1.5806 -1.8920 -0.1055
C2 -1.4799 -0.9267 0.2064
C3 3.0756 0.3060 0.0803
H11 -0.4590 -0.8023 0.8154
H12 -1.9193 -0.6464 1.1113
C4 2.5517 -0.7448 1.1028
H13 -2.1384 2.1329 -0.9683
H14 3.7198 -0.0716 -0.7268
C5 -1.7372 0.0783 -0.9531



No. 13
This record from OMol25 describes a cluster of 2 separate species, C5H14 in total in a non-equilibrium geometry. The level of theory is wB97M-V/def2-TZVPD.

charge: 0
2S+1: 1
SMILES string: CCC.CC
E_LUMO: 1.1487 eV
HOMO energy: -10.899 eV
E_tot: -5411.0152 eV
gap between HOMO and LUMO: 0.443 hartree

Element x y z (Å)
H1 -0.5113 1.8772 1.6122
H2 -0.5225 -0.5658 3.3680
H3 0.5465 1.0026 3.4964
H4 1.6994 0.5902 1.5781
H5 0.3764 0.7347 -2.6199
C1 -0.4446 0.7914 1.6026
C2 0.8367 0.2618 0.9857
C3 -0.3258 0.4947 3.1206
H6 1.3276 -0.6881 -1.9973
H7 1.0471 -0.4217 -3.7639
H8 -1.3013 0.6575 3.6315
H9 0.8583 -0.8243 0.9832
C4 -0.7543 -1.0257 -2.6440
H10 -1.3743 0.3060 1.2992
H11 -1.4208 -0.4303 -2.0268
H12 -1.0825 -1.1877 -3.6647
H13 0.9575 0.7584 0.0220
C5 0.6475 -0.3178 -2.7540
H14 -0.5597 -2.0130 -2.2289